Entry 1:
164
Properties=species:S:1:pos:R:3:forces:R:3 method="wB97M-V/def2-TZVPD" smiles=COC[C@H](C)N.COC[C@H](C)N.COC[C@H](C)N.COC[C@H](C)N.COCCNCCOC.COCCNCCOC.COCCNCCOC.COCCNCCOC e_lumo_ev=0.3552 homo_lumo_gap_ev=9.12 total_charge=0
O 2.957 -2.636 1.817 0.819 -1.168 -0.864
O 0.655 -3.234 -3.522 1.280 -1.758 0.095
O 6.958 7.676 9.580 1.115 -0.723 0.004
O 0.639 1.887 0.305 0.459 -0.019 -1.119
O 0.706 -0.335 -12.913 0.771 -0.665 -0.313
O -0.814 -7.449 2.939 -0.560 -0.234 -0.169
O 3.523 6.798 -2.669 0.861 -1.499 -0.132
O -6.637 4.682 2.839 0.061 1.235 0.024
O -0.794 -1.903 7.825 0.244 -0.100 -1.291
O 2.866 6.569 8.012 1.089 -0.570 -0.727
O -0.193 -4.120 -11.620 -1.657 0.129 1.660
O -5.981 -8.476 -4.831 0.926 -0.801 -0.182
N 1.503 -5.277 3.706 0.832 1.737 -1.713
N 0.081 -1.394 -0.455 -0.535 -0.121 -0.462
N -3.888 -0.171 6.971 -0.212 0.086 1.283
N -10.228 4.345 3.385 0.359 -0.175 -0.653
N 1.497 -1.647 -10.741 0.708 -0.134 -0.496
N 5.828 6.965 6.932 -1.754 -0.244 1.145
N 5.474 4.412 -3.058 -0.163 -0.078 0.369
N -3.155 -6.544 -3.285 -0.469 0.535 2.657
C -0.709 -0.198 -0.236 -0.203 0.789 0.560
C -2.764 -1.041 6.718 1.114 -0.334 -0.674
C -3.065 -7.372 -5.442 -1.454 -0.492 -1.777
C -1.673 -0.802 7.798 -0.537 -1.054 0.601
C 1.943 0.090 -12.296 -1.425 1.278 -0.658
C 3.590 -1.425 1.993 -0.691 1.146 -0.259
C 7.003 8.772 10.451 0.685 0.526 -1.259
C 2.096 -3.903 3.572 0.636 0.059 1.376
C 0.218 -2.069 8.773 0.394 -0.812 0.278
C -1.063 -8.815 2.560 -1.112 1.983 0.919
C 5.806 6.215 8.183 1.056 -1.680 -0.546
C 0.988 -2.890 -2.192 -0.217 0.767 -0.835
C -2.289 -0.817 5.313 1.601 -0.651 0.515
C 3.579 2.962 -3.168 -1.501 -0.511 0.934
C 3.182 7.149 6.769 2.193 0.848 0.219
C -7.817 4.192 3.450 -0.087 1.634 -0.666
C 2.553 -1.079 -11.613 -0.369 -0.550 0.442
C 0.547 -5.491 2.557 -0.364 -0.128 1.163
C 3.281 5.384 -2.402 0.173 0.710 0.182
C 4.011 4.372 -3.298 0.776 1.607 -1.512
C 5.776 6.970 9.479 -1.385 0.327 -0.020
C 1.579 6.057 8.090 -0.954 0.108 2.142
C -0.609 -5.253 -12.364 1.555 0.700 -1.063
C 2.717 7.698 -1.915 0.096 -0.647 -1.513
C 0.007 -1.793 -1.905 1.568 1.239 2.629
C 4.616 7.825 6.840 0.419 0.173 -0.898
C -6.854 -7.625 -5.465 -0.863 2.208 -0.241
C -4.050 -6.836 -4.349 1.167 -1.422 -1.329
C 1.556 -4.267 -4.006 -1.789 0.184 -0.366
C 1.645 -3.058 -10.351 -1.300 0.688 -0.335
C -5.163 -7.866 -3.867 1.105 1.106 0.128
C -0.194 0.620 -13.444 -0.299 -1.057 0.899
C -5.485 3.969 3.209 -1.267 -1.999 -0.586
C 1.196 -3.997 -11.488 1.155 -0.829 -0.140
C 0.310 -6.977 2.279 0.426 1.288 -0.098
C -9.020 4.687 2.621 0.796 1.763 0.618
C -8.965 6.282 2.453 0.192 -0.999 -0.334
C 0.007 0.716 0.814 -0.662 0.100 -0.493
C 1.274 2.696 1.278 -1.029 -0.192 0.918
C 3.285 -3.788 2.601 -2.216 -0.356 -0.530
H -3.891 -0.395 7.955 -1.155 1.044 0.909
H -0.428 -9.360 3.258 -0.033 -1.027 -0.907
H 4.218 2.337 -3.794 -0.177 -0.162 0.227
H -1.700 -0.448 0.144 -0.041 -0.196 0.397
H 0.989 -1.064 -0.160 0.664 -0.810 -0.659
H -1.031 -8.872 1.472 0.935 -0.700 0.004
H -6.436 -6.843 -6.099 1.044 -0.064 -0.243
H 1.505 -3.720 -12.496 0.906 0.368 0.006
H 5.983 3.959 -3.804 -0.121 0.421 -0.870
H 0.164 1.060 -14.374 0.141 0.691 0.391
H 2.408 -3.907 -4.582 0.017 0.357 0.176
H -7.944 4.711 4.400 0.111 -0.590 0.557
H 2.614 0.528 -13.035 0.120 -0.062 -0.222
H -2.008 0.231 5.218 -0.934 0.229 -0.605
H -8.193 6.640 1.771 0.139 -0.507 -0.130
H -0.027 -6.123 -12.059 -0.388 -0.347 0.247
H 1.451 4.993 8.293 0.747 -0.555 -0.975
H -5.388 3.747 4.272 0.389 0.974 0.369
H 2.061 2.205 1.850 0.123 -0.440 -0.116
H 4.925 8.313 5.916 -1.284 0.388 -0.471
H 2.006 -2.505 -2.254 0.260 0.304 0.556
H 5.999 9.036 10.782 0.219 0.207 0.367
H 0.753 -1.714 -11.421 -0.784 0.491 0.297
H -5.715 -7.298 -3.117 -0.625 0.099 -0.025
H -2.088 -7.769 -5.167 -0.233 0.064 1.012
H -8.765 6.840 3.367 -0.152 -0.491 0.388
H 3.243 6.442 5.941 -0.442 -0.281 -0.034
H 2.891 -1.747 -12.405 0.201 -0.491 0.027
H 0.754 -5.031 1.591 1.372 0.205 0.270
H -2.976 -1.318 4.632 0.072 0.798 -0.430
H 0.967 -1.293 8.927 -0.277 0.638 -0.439
H 0.992 -3.674 -1.434 -0.394 -0.523 -0.248
H 3.604 2.698 -2.111 0.473 -0.509 0.142
H -0.552 1.205 -12.597 0.448 1.185 -0.390
H 3.078 -4.647 1.964 0.772 -0.041 -0.460
H 7.439 9.516 9.785 -0.409 0.893 0.315
H 3.035 -0.768 1.324 -0.050 0.332 -0.012
H 6.615 7.598 6.924 0.202 -0.003 0.058
H 6.705 5.599 8.181 0.429 0.100 0.153
H -9.896 6.674 2.045 -0.244 -0.251 0.038
H 1.215 -7.508 2.573 0.197 -0.222 0.077
H 1.012 -5.286 4.589 -0.337 -0.215 -0.133
H -5.787 2.983 2.855 0.992 -0.817 -0.327
H -0.281 -5.029 -13.380 -0.004 -0.356 -0.558
H -4.474 -5.868 -4.618 -0.410 -0.272 -0.488
H 0.876 -4.811 -4.662 0.514 -0.394 -0.279
H -2.130 -8.926 2.754 0.078 -0.541 0.499
H 5.592 3.664 -2.389 0.286 0.153 0.986
H 4.638 8.634 7.570 -0.335 -0.079 0.455
H -4.591 4.282 2.670 -0.222 0.357 0.372
H 3.416 -1.024 2.992 0.471 0.055 0.315
H 2.430 -3.478 4.519 -0.064 -0.682 0.647
H 2.663 7.414 -0.864 -0.132 0.236 0.051
H -11.007 4.752 2.885 -0.318 0.158 0.072
H 3.646 5.145 -1.403 -0.231 0.165 0.500
H -0.968 0.307 -1.166 0.504 0.539 -0.212
H 7.778 8.682 11.212 -0.505 -0.504 0.573
H 3.805 4.625 -4.338 0.248 0.504 -0.156
H 3.115 8.695 -2.104 0.309 -0.086 0.500
H 0.766 -2.942 8.420 0.122 0.013 -0.046
H 0.491 2.978 1.983 0.007 0.148 0.483
H 1.304 6.400 9.088 -0.997 0.493 -0.049
H 1.686 3.645 0.934 -0.140 -0.334 -0.889
H 1.764 7.708 -2.445 -0.680 -0.043 0.682
H 3.417 -0.715 -11.057 0.053 -0.208 0.175
H -1.036 -2.033 -2.109 0.274 -0.041 -0.362
H -7.585 -8.057 -6.148 0.063 -0.872 0.607
H 1.662 -4.954 -11.251 -0.103 -0.551 -0.165
H -0.350 -4.917 2.789 -0.673 -0.544 0.158
H 1.883 -4.940 -3.213 0.028 0.115 0.129
H -4.687 -0.710 6.669 -0.490 0.325 -0.454
H 0.768 0.092 1.283 -0.058 -0.053 0.547
H -2.805 -6.612 -6.179 -0.261 0.242 -0.068
H -7.767 3.105 3.518 -0.225 -0.178 0.233
H -2.831 -7.427 -2.917 0.538 0.131 0.149
H -8.963 4.180 1.657 -0.156 0.265 -0.352
H -2.183 -0.861 8.760 -0.289 0.634 0.379
H 2.587 -3.239 -9.833 0.321 -0.314 -0.727
H -1.115 0.091 -13.689 0.170 -0.466 -0.302
H 0.908 -3.236 -9.568 -0.179 0.023 0.165
H 4.295 -3.848 3.008 -0.081 0.351 0.065
H 1.416 -3.109 3.265 -0.603 -0.401 -0.471
H 0.864 6.382 7.334 0.201 0.181 -0.091
H -3.176 -2.046 6.816 0.874 -0.575 0.151
H -7.330 -7.000 -4.710 -0.764 -0.146 0.215
H 0.199 -7.082 1.200 -0.165 -0.239 -0.304
H -3.522 -8.191 -5.997 -0.171 -0.026 -0.346
H 5.051 5.434 8.091 -0.451 0.439 0.322
H 2.423 7.919 6.632 0.132 0.224 -0.727
H 4.616 -1.308 1.643 0.399 -0.581 0.379
H -4.706 -8.671 -3.292 0.299 -0.150 -0.288
H -10.331 3.352 3.230 -0.361 -0.389 0.385
H -0.778 1.001 1.515 0.235 0.178 0.507
H -1.681 -5.429 -12.453 0.071 0.336 0.853
H 5.556 6.331 10.335 0.348 -0.465 0.153
H 4.944 7.674 9.482 -0.323 0.197 -0.109
H -1.305 -1.275 5.212 0.002 -0.603 -0.215
H 0.426 -0.921 -2.407 -0.866 0.095 -0.916
H 2.526 2.811 -3.406 -0.054 -0.048 -0.434
H -2.384 -5.995 -3.636 0.124 -0.119 0.223
H -1.159 0.154 7.706 0.035 0.149 -0.194
H -0.127 -2.363 9.765 -0.546 0.211 0.203
H 1.715 0.873 -11.573 -0.110 0.141 0.211
H 2.205 5.223 -2.462 -0.188 -0.231 0.066

Entry 2:
167
Properties=species:S:1:pos:R:3:forces:R:3 method="wB97M-V/def2-TZVPD" s2=0.75 multiplicity=2 e_lumo_ev="1.9810 / 1.9260" homo_lumo_gap_ev="1.24 / 8.20" total_charge=-1
O 2.536 -1.084 5.684 0.898 -0.658 1.765
O 1.117 -4.688 2.603 -0.819 -1.036 -0.607
O 1.004 5.677 2.251 -1.442 -0.533 -0.285
O 1.059 -2.824 -4.000 -0.387 -0.602 -0.704
O 7.466 2.178 8.162 0.750 0.555 -0.162
O -3.971 -0.745 -4.659 -0.347 -0.437 -0.289
O -1.306 0.841 -1.284 0.468 -1.391 0.651
O -2.842 4.204 -8.178 0.717 -0.514 -0.153
O 1.934 4.358 -1.758 0.043 0.065 -0.137
O -3.080 1.510 2.855 0.917 1.399 -0.077
O -3.970 -3.423 2.733 -0.065 -1.510 2.170
N -3.686 -4.355 -5.393 -0.312 -0.525 -0.220
N -1.983 -1.134 3.515 -0.350 -3.602 0.893
N -1.585 1.523 -5.687 -0.711 0.812 0.979
N 1.112 2.641 4.275 -1.609 -0.970 0.629
N 0.673 -1.067 -7.303 -0.789 -0.063 -0.050
N -0.336 0.825 2.347 -1.137 -0.205 0.692
N -1.192 2.770 -3.027 0.204 -0.369 0.503
N 0.077 -7.640 4.525 -0.915 -0.853 1.098
N 5.843 0.232 6.706 -1.580 -2.045 -0.385
C -3.205 -2.992 -5.292 -0.382 0.773 -1.022
C -4.927 -4.353 3.379 0.791 1.178 -1.687
C -1.707 -2.544 2.985 -1.152 0.528 -1.509
C -2.680 -3.715 3.300 0.506 1.831 0.769
C 6.722 -0.060 7.808 1.887 1.661 -0.668
C 1.679 -0.226 -5.258 -0.822 -1.334 0.512
C 1.510 -0.813 4.815 -0.347 0.884 -0.874
C 0.668 3.632 -1.691 1.100 -0.080 -0.980
C -4.364 -2.162 -4.748 0.287 1.265 0.645
C 0.468 -3.943 -3.272 0.176 1.212 -0.774
C -0.169 4.748 -3.836 0.385 0.791 -0.131
C -2.765 -2.529 -6.728 -0.192 0.940 1.560
C 0.329 -2.372 -5.149 -0.373 -0.014 0.333
C -3.630 0.608 3.773 -1.338 -0.695 -0.379
C 3.146 3.597 -1.933 -0.873 -0.548 1.109
C -1.555 1.324 -8.082 -1.807 0.648 -1.334
C -0.191 0.900 0.920 1.145 0.918 -0.413
C -1.473 0.611 0.131 0.288 -0.240 0.022
C -3.131 2.867 3.261 -0.430 0.520 0.046
C 2.256 -6.657 4.634 -0.390 0.610 -0.109
C 3.691 -0.293 5.557 -0.130 -0.806 -0.112
C 7.948 0.928 7.700 -1.201 -0.561 0.418
C -2.826 3.325 -7.026 -0.310 0.164 0.823
C 1.021 0.109 0.517 -0.122 -0.871 -0.050
C 8.498 3.082 8.460 0.281 1.097 1.327
C 0.573 -6.018 2.833 -0.159 1.569 1.267
C 1.195 -1.496 -6.010 2.460 1.384 0.173
C -1.605 2.341 -6.908 0.477 -1.913 -1.535
C 4.613 -0.664 6.718 0.221 1.158 -0.781
C -1.183 -0.346 -2.105 -1.146 -0.829 0.900
C -3.396 -0.841 3.354 1.146 1.856 0.473
C 0.003 6.266 1.372 1.568 0.103 0.602
C 0.776 -6.446 4.305 2.120 1.696 -1.400
C 2.659 3.289 2.558 -0.272 -0.020 -1.635
C 0.655 -4.256 1.315 0.435 0.138 -0.011
C -3.807 5.243 -8.226 -0.006 0.057 0.358
C 1.582 3.746 3.497 2.458 0.259 1.867
C -4.910 0.159 -4.042 0.138 -0.920 -0.452
C 0.054 3.461 -3.100 1.029 0.695 0.212
C 0.473 4.545 2.921 -0.178 0.150 -1.127
H 0.903 -6.795 2.143 0.400 0.135 -0.291
H 3.466 0.773 5.587 -0.171 0.361 -0.020
H 8.332 1.083 6.692 -0.150 -0.495 -0.275
H 2.133 -2.031 -6.162 0.069 -0.649 0.020
H 0.479 -5.571 4.882 -0.638 -0.306 0.412
H -1.727 1.847 -9.023 0.782 0.274 -0.380
H 7.151 -1.061 7.770 -0.496 -0.190 -0.020
H 1.416 -0.645 -7.842 0.189 0.241 0.159
H 0.505 7.225 1.248 -0.882 0.267 -0.646
H -0.009 -3.150 -5.832 -0.121 -0.742 0.373
H 3.994 -0.585 7.612 0.121 0.294 0.423
H -2.956 -4.892 -5.840 0.576 -0.423 0.414
H 8.763 0.560 8.324 0.151 0.071 0.290
H -0.804 0.539 -8.171 0.547 0.778 0.532
H 0.086 1.940 0.743 -0.299 0.440 -0.890
H -0.668 -1.188 -1.641 0.838 0.400 0.280
H 4.039 4.177 -1.698 -0.380 0.652 -0.245
H -1.375 -0.584 2.924 0.011 0.632 0.058
H 0.514 -8.358 3.965 -0.393 -0.300 -0.103
H 9.230 2.693 9.168 -0.117 -0.557 0.340
H -3.776 5.881 -9.109 0.982 -0.568 -0.567
H -0.651 2.868 -6.935 -0.178 0.516 0.133
H -0.827 0.856 -5.643 0.264 0.265 -0.679
H -2.356 -1.519 -6.730 0.549 -0.026 0.156
H 4.811 -1.731 6.625 0.734 0.118 -0.055
H 0.319 1.371 2.888 1.008 -0.169 -0.227
H -0.559 -1.843 -4.802 -0.268 0.209 -0.062
H -0.279 4.870 3.641 0.044 -0.003 0.535
H -0.805 5.418 -3.258 -0.237 0.045 -0.141
H -2.222 1.278 0.558 -0.287 0.119 -0.536
H -4.140 3.234 3.447 -0.514 -0.261 -0.405
H -2.892 3.870 -6.085 0.524 0.645 0.086
H -4.015 -1.429 4.031 0.125 -0.190 -0.225
H -1.000 6.328 1.795 0.106 0.261 0.583
H -1.847 -0.403 0.273 0.106 -0.233 0.201
H 3.061 4.167 2.053 0.276 -0.068 0.070
H -2.471 0.735 -8.121 -0.473 -0.170 0.745
H -4.800 -5.276 2.813 -0.478 -0.319 0.280
H -0.064 3.909 2.218 -0.169 -0.220 -0.388
H 2.780 -5.713 4.485 0.147 -0.075 -0.153
H 2.665 -7.409 3.960 0.228 -0.153 0.164
H -5.903 -3.890 3.234 -0.053 -0.323 -0.062
H 0.723 -1.555 4.949 0.039 0.210 -0.146
H -0.060 4.133 -1.053 0.253 0.636 0.022
H 2.486 0.311 -5.756 -0.295 0.124 -0.148
H -1.167 1.344 2.594 -0.630 -0.241 0.024
H 5.549 1.194 6.797 -0.187 0.113 -0.023
H 0.401 2.963 4.917 -0.445 0.027 0.046
H -5.280 -2.288 -5.325 -0.049 0.216 -0.490
H 3.171 2.818 -1.171 -0.125 -0.384 0.124
H 2.255 2.663 1.763 -0.165 -0.172 -0.129
H -1.932 -2.439 1.923 0.583 -0.066 -0.712
H -0.897 -7.511 4.292 -0.135 -0.475 -0.196
H -3.772 2.787 -6.961 -0.119 -0.644 -0.563
H -2.678 3.525 2.519 -0.046 -0.403 -0.410
H 1.922 0.650 0.808 0.170 -0.002 -0.467
H -4.835 4.887 -8.292 -0.167 -0.340 0.725
H -3.638 5.979 -7.441 -0.345 -0.266 0.608
H 6.232 0.178 8.752 0.188 -0.426 0.481
H 0.806 2.967 -3.716 0.373 -0.687 -0.008
H 0.760 5.268 -4.068 0.132 0.065 0.128
H 1.211 -4.195 -2.514 -0.202 -0.203 -0.092
H 1.874 -0.768 3.788 -0.074 -0.496 -0.452
H 2.362 -6.923 5.685 0.077 -0.296 -0.092
H -0.474 -3.651 -2.809 -0.086 0.216 0.299
H -0.800 -0.192 -3.114 0.232 0.708 0.314
H 1.153 0.205 4.968 -0.611 0.004 0.250
H -4.605 -2.567 -3.765 0.060 0.177 0.345
H -1.278 2.241 -3.884 -0.554 0.198 -0.523
H 1.777 2.209 4.901 0.608 0.147 -0.406
H -0.658 -2.819 3.086 -0.133 0.014 0.344
H -3.305 0.813 4.793 0.122 -0.059 0.102
H 0.333 -1.804 -7.904 -0.162 -0.480 0.231
H -5.893 0.092 -4.509 -0.297 -0.488 0.113
H -4.952 -0.048 -2.972 -0.215 0.120 0.072
H -4.751 -4.517 4.442 0.236 0.187 -0.002
H 2.044 -0.606 -4.303 0.203 0.263 0.130
H -2.649 3.164 4.192 0.631 -0.854 0.410
H 0.956 -0.176 -0.534 0.591 0.342 -0.077
H 0.972 -3.232 1.116 0.667 -0.160 0.090
H -2.066 -3.246 -7.160 -0.129 0.084 -0.181
H -3.723 -0.951 2.320 -0.381 -0.196 -0.136
H -2.457 -2.982 -4.499 0.468 0.174 -0.431
H -4.709 0.717 3.664 -0.465 0.293 0.617
H 0.790 0.364 -5.036 0.396 0.515 -0.057
H 4.104 -0.547 4.580 0.555 0.329 -0.128
H -2.400 0.941 -5.550 -0.517 0.048 -0.260
H -0.422 -4.163 1.177 -0.390 -0.559 0.526
H -3.670 -2.369 -7.315 -0.111 -0.653 -0.250
H 3.304 3.086 -2.883 -0.441 0.296 -0.380
H 2.168 4.353 4.187 -0.195 1.007 0.123
H 1.020 -4.967 0.574 0.101 0.247 -0.332
H 1.057 -0.822 1.083 -0.143 -0.183 0.073
H 0.206 -4.771 -3.929 0.387 -0.177 -0.132
H 9.154 3.558 7.732 -0.430 -0.634 -1.343
H -0.508 -5.912 2.739 -0.272 -0.242 -0.371
H -1.031 2.056 -2.331 -0.639 0.159 0.190
H -4.338 -4.342 -6.164 -0.784 -0.046 -0.061
H 0.848 2.683 -1.186 0.025 -0.362 -0.287
H 8.068 3.957 8.947 -0.394 -0.150 0.144
H -0.622 4.487 -4.792 -0.303 0.178 0.015
H -4.653 1.203 -4.219 0.774 -0.167 0.071
H -2.667 -3.735 4.390 -0.792 -0.261 0.442
H 3.455 2.704 3.019 -0.065 0.226 0.336
H -2.156 -0.824 -2.217 -0.557 0.383 -0.251
H -0.133 5.725 0.435 0.495 -0.110 -0.092
H -2.354 -4.706 2.985 0.413 0.120 -0.398

Relative energy (zero: lowest compared OMol25 entry of this formula, charge and spin), respectively: 131.1 22.1 kcal per mole.